No. 1
Density functional theory data (wB97M-V/def2-TZVPD) for C4H7NOS in the gas phase.

```
14
Properties=species:S:1:pos:R:3:forces:R:3:lowdin_charge:R:1
C 0.097 0.914 0.421 0.451 3.407 -3.346 -0.2305
C -1.183 0.807 -0.474 2.431 -2.332 -2.278 -0.4366
C -0.552 -1.757 0.283 4.804 -0.452 -0.527 -0.5024
C 1.357 0.208 -0.119 1.156 0.303 -2.483 -0.1788
H 0.450 2.036 0.465 -0.579 -1.618 -0.752 0.1439
H -0.137 0.907 1.445 -0.454 -1.524 1.388 0.0850
H -1.198 0.848 -1.629 1.184 0.774 1.882 0.1046
H -1.951 1.383 -0.154 -2.145 2.167 1.141 0.0133
H -0.864 -2.423 0.996 -0.710 -1.753 1.864 0.0251
H 1.949 0.043 0.797 0.391 -0.427 -0.848 0.1136
H 1.919 0.801 -0.923 -0.826 -0.196 1.596 0.1377
N 0.786 -1.854 0.129 -4.793 -0.981 -0.692 -0.0242
O 1.198 -1.067 -0.965 -0.143 2.835 3.262 -0.1795
S -1.873 -0.846 -0.272 -0.767 -0.201 -0.206 0.9288
```
Positions in Å, forces in eV/Å.

orbital gap: 0.3462 hartree
maximum force: 4.941 eV Å⁻¹
net charge: 0
lowest unoccupied orbital energy: 0.64 eV
SMILES: C1=NOCCCS1

---

No. 2
Density functional theory data (wB97M-V/def2-TZVPD) for a molecular structure, C5H6O3Tb.

```
15
Properties=species:S:1:pos:R:3:forces:R:3:lowdin_charge:R:1
O 2.590 0.796 -0.511 0.943 -0.199 0.180 -0.1530
C 1.543 0.195 -0.379 -0.339 0.321 -0.085 -0.5948
O 0.408 0.584 -0.923 0.000 0.068 -0.127 0.1151
O 1.410 -0.903 0.336 0.330 -0.297 0.152 0.0793
C 0.039 -1.328 0.348 -0.514 -0.318 0.398 -0.0319
C -0.651 -0.360 -0.626 0.168 -0.041 -1.535 -0.2261
C -1.841 0.362 -0.053 0.803 -0.609 2.754 -0.1946
C -1.699 1.265 0.985 -1.019 2.279 -1.388 0.0055
Tb 5.263 0.487 0.094 -0.908 0.123 -0.194 1.1565
H -0.333 -1.236 1.375 0.093 -0.039 -0.248 0.1502
H -0.007 -2.369 0.018 0.036 0.254 0.098 0.1475
H -0.909 -0.853 -1.571 0.201 0.068 0.132 0.1627
H -2.715 -0.286 0.153 -0.090 0.570 -1.360 0.1296
H -2.285 1.730 -0.206 -0.267 -1.457 1.147 0.2307
H -0.813 1.915 0.958 0.562 -0.722 0.076 0.0233
```
Positions in Å, forces in eV/Å.

orbital gap (spin up / spin down): 0.2822 / 0.2418 hartree
maximum force: 2.933 eV Å⁻¹
spin multiplicity: 7
net charge: +1
lowest unoccupied orbital energy (spin up / spin down): -3.71 / -3.25 eV

---

No. 3
Density functional theory data (wB97M-V/def2-TZVPD) for a molecular structure, C6H8O2.

```
16
Properties=species:S:1:pos:R:3:forces:R:3:lowdin_charge:R:1
C 1.071 -0.647 -0.104 1.980 2.052 -2.709 -0.2742
C 0.476 0.012 1.069 1.023 0.949 1.585 -0.1091
C 0.360 0.591 -0.837 0.765 -3.291 0.451 -0.2353
C -1.097 0.457 -0.502 1.086 5.502 -2.478 -0.2579
C -1.732 -0.724 -0.217 -0.851 -5.804 -0.780 -0.0770
C -1.096 0.030 0.902 3.144 -2.277 0.430 -0.0963
H 2.927 0.570 -0.422 -2.514 -5.011 2.050 0.2638
H 0.980 -1.584 -0.518 -0.882 -2.503 -0.139 0.1165
H 1.326 -0.024 1.953 -3.169 0.088 -1.445 0.2120
H 0.762 1.071 -1.710 -0.316 -0.118 -0.770 0.1544
H -1.385 1.517 -0.608 -1.545 -0.888 -0.530 0.1712
H -1.402 -1.748 -0.682 -0.010 2.056 1.178 0.1620
H -2.769 -0.755 -0.255 -1.917 0.143 0.335 0.0875
H -1.624 0.482 1.664 -1.305 0.951 1.130 0.1154
O 2.509 -0.510 -0.022 1.821 4.459 -2.137 -0.1327
O 0.695 1.262 0.289 2.690 3.693 3.829 -0.1005
```
Positions in Å, forces in eV/Å.

orbital gap: 0.3692 hartree
maximum force: 6.131 eV Å⁻¹
net charge: 0
lowest unoccupied orbital energy: 0.85 eV

---

No. 4
Density functional theory data (wB97M-V/def2-TZVPD) for 5 unconnected molecules or ions with the total composition C4H15NO7.

```
27
Properties=species:S:1:pos:R:3:forces:R:3:lowdin_charge:R:1
C -0.514 0.512 -2.039 2.934 2.434 -0.154 -0.1641
C 0.639 1.125 -1.115 1.823 0.782 0.122 -0.0893
C 1.940 0.254 -0.745 -2.512 1.922 -2.999 -0.2351
O 2.968 0.747 -0.395 0.412 -0.214 0.921 0.0488
N -0.463 -0.932 -2.027 -2.846 2.298 0.572 0.0972
C -1.431 -1.558 -1.311 0.208 -1.710 0.513 -0.5691
O -2.594 -0.842 -1.107 0.292 0.348 -0.846 0.0705
O -1.313 -2.662 -0.823 -0.075 -0.097 -0.632 0.0759
H -0.386 0.905 -3.065 0.197 -0.391 0.312 0.1178
H -1.320 1.119 -1.654 -1.105 -1.299 0.054 0.1092
H 1.031 2.123 -1.507 -0.288 -1.418 -0.038 0.1338
H 0.267 1.483 -0.164 -0.703 -0.441 0.479 0.0754
H 1.812 -0.730 -1.190 0.743 -1.014 0.770 0.1014
H 0.412 -1.280 -2.336 0.174 -1.193 0.287 0.1285
H -3.357 -1.369 -1.405 0.534 -0.068 0.382 0.1395
H 1.588 2.822 1.594 0.089 -0.222 0.996 0.0493
H 2.268 1.530 1.515 -0.142 0.123 0.834 -0.0142
O 1.899 2.119 2.207 0.039 0.344 -1.789 -0.0815
H -2.825 0.851 0.868 0.140 -0.328 0.361 0.0273
H -1.962 0.449 2.111 -0.190 -0.713 0.171 0.0138
O -2.004 1.011 1.345 0.139 1.259 -0.770 -0.0597
H -1.798 -2.116 1.040 0.214 -0.104 0.010 0.0095
H -0.470 -1.472 1.446 -0.038 -0.071 0.014 0.0239
O -1.349 -1.687 1.777 -0.005 -0.018 0.516 -0.0561
H 1.967 -1.120 2.936 -0.347 -0.036 -0.192 0.0576
H 2.933 -0.422 2.035 -0.483 -0.265 -0.323 0.0474
O 2.062 -0.862 2.009 0.796 0.093 0.431 -0.0579
```
Positions in Å, forces in eV/Å.

orbital gap: 0.3809 hartree
maximum force: 4.359 eV Å⁻¹
net charge: 0
lowest unoccupied orbital energy: 0.27 eV
SMILES: O=CCCNC(=O)O.O.O.O.O

---

No. 5
Density functional theory data (wB97M-V/def2-TZVPD) for 2 unconnected molecules or ions with the total composition C20H13N2O3.

```
38
Properties=species:S:1:pos:R:3:forces:R:3:lowdin_charge:R:1
O 3.211 3.832 -2.609 1.109 0.978 -0.019 -0.0144
C 2.317 3.027 -2.562 -0.545 0.087 -0.080 -0.2804
C 0.911 3.347 -2.582 -1.298 0.464 -0.124 -0.4444
N -0.074 2.423 -2.597 -0.066 -1.268 0.178 0.0333
C -1.216 3.139 -2.606 0.040 -0.820 0.036 -0.2600
C -0.905 4.475 -2.604 0.648 0.585 0.010 -0.2397
N 0.436 4.608 -2.600 0.202 0.907 0.087 0.0633
H 2.604 1.985 -2.511 -0.300 -1.031 0.065 0.0894
H -2.201 2.698 -2.602 -0.038 -0.249 -0.035 0.0604
H -1.593 5.308 -2.590 0.126 0.168 -0.041 0.0646
C 3.333 -2.057 3.704 -0.036 -0.168 0.065 -0.0739
C 2.244 -2.460 2.956 -0.201 -0.127 -0.119 -0.0005
C 1.563 -1.514 2.211 0.704 0.379 0.389 -0.0895
C 1.970 -0.182 2.213 0.406 -0.605 0.482 -0.0823
C 3.068 0.216 2.957 -0.109 0.246 -0.145 0.0089
C 3.742 -0.732 3.702 0.068 0.157 0.018 -0.0704
C 1.053 0.608 1.373 -0.259 1.329 -0.629 -0.3109
O 1.098 1.797 1.145 0.236 -0.254 0.359 0.1376
C 0.045 -0.324 0.853 -0.867 -0.108 -0.416 -0.0609
C -0.946 0.023 0.009 0.511 -0.245 0.272 0.1061
C -1.969 -0.892 -0.502 -0.350 -0.373 -0.066 -0.1914
C -2.691 -1.723 0.356 0.353 0.321 0.102 -0.0453
C -3.610 -2.620 -0.135 -0.161 -0.057 0.100 -0.0856
C -3.829 -2.706 -1.494 -0.137 -0.138 -0.140 -0.0985
C -3.142 -1.877 -2.358 -0.106 -0.187 -0.204 -0.0869
C -2.225 -0.975 -1.871 0.341 0.497 0.282 -0.0173
C 0.374 -1.667 1.357 -0.634 -0.402 -0.331 -0.3007
O -0.201 -2.704 1.115 0.241 -0.412 0.189 0.1120
H 3.863 -2.777 4.308 0.097 -0.105 0.053 0.1003
H 1.911 -3.484 2.951 -0.055 -0.241 -0.003 0.1160
H 3.374 1.249 2.948 0.061 0.195 -0.006 0.1217
H 4.593 -0.437 4.296 0.124 0.038 0.070 0.1017
H -0.952 1.041 -0.346 0.068 0.393 -0.240 0.1183
H -2.492 -1.672 1.413 -0.047 0.015 0.172 0.1141
H -4.148 -3.265 0.541 -0.079 -0.095 0.133 0.0991
H -4.531 -3.424 -1.881 -0.172 -0.125 -0.087 0.0946
H -3.312 -1.948 -3.420 -0.019 0.026 -0.185 0.1000
H -1.674 -0.334 -2.537 0.144 0.225 -0.194 0.1118
```
Positions in Å, forces in eV/Å.

orbital gap: 0.1988 hartree
maximum force: 1.493 eV Å⁻¹
net charge: -1
lowest unoccupied orbital energy: 1.48 eV

---

No. 6
Density functional theory data (wB97M-V/def2-TZVPD) for C21H23ClN2O5S in the gas phase.

```
53
Properties=species:S:1:pos:R:3:forces:R:3:lowdin_charge:R:1
C -5.351 -0.115 2.418 0.216 -0.072 -0.197 -0.0619
H -4.747 0.624 2.940 -0.018 0.069 0.108 0.0688
H -5.746 -0.824 3.141 -0.023 -0.040 0.090 0.0766
C -4.518 -0.852 1.377 -0.353 -0.400 0.425 -0.2580
N -4.059 0.057 0.347 -0.145 -0.370 -1.043 -0.1755
C -3.190 1.116 0.686 0.334 0.820 0.181 -0.2978
C -3.266 2.290 -0.057 0.013 0.039 0.117 -0.0166
C -2.398 3.334 0.203 0.010 0.022 0.013 -0.0639
C -1.458 3.228 1.215 -0.009 0.023 0.040 -0.0944
C -1.389 2.068 1.964 0.050 0.043 0.079 -0.0797
C -2.244 1.012 1.701 -0.176 -0.136 -0.038 -0.0348
H -2.164 0.107 2.286 -0.015 -0.105 0.043 0.1158
H -0.659 1.974 2.756 0.046 -0.001 0.067 0.1045
H -0.782 4.045 1.415 0.068 0.078 0.009 0.1046
H -2.456 4.235 -0.387 -0.009 0.084 -0.075 0.1095
H -3.992 2.356 -0.849 -0.089 0.055 -0.037 0.1130
S -3.706 -0.657 -1.129 0.184 -0.363 0.073 0.6922
O -4.599 -1.764 -1.302 0.132 -0.110 0.247 -0.2804
O -3.656 0.346 -2.143 0.282 0.211 0.119 -0.2559
C -2.051 -1.269 -0.805 -0.508 0.128 -0.123 -0.2447
C -1.009 -0.364 -0.840 0.166 0.129 -0.187 0.0185
C 0.257 -0.753 -0.406 -0.394 -0.232 -0.013 -0.2128
C 0.426 -2.075 0.033 -0.225 0.104 -0.090 -0.5628
C -0.623 -2.976 0.049 -0.031 0.141 -0.023 -0.0859
C -1.882 -2.565 -0.358 -0.082 -0.136 -0.017 -0.0544
H -2.727 -3.234 -0.350 -0.058 -0.149 0.032 0.1161
H -0.457 -3.987 0.388 0.046 -0.058 0.022 0.1090
Cl 1.989 -2.597 0.573 0.130 -0.072 0.055 0.7427
N 1.344 0.105 -0.376 0.451 -0.391 0.179 0.1355
C 1.387 1.438 -0.643 0.550 -0.131 0.121 -0.4147
O 0.455 2.124 -0.983 -0.056 0.212 -0.116 0.0982
C 2.781 2.031 -0.445 -0.119 0.676 -0.250 -0.0473
H 2.738 2.735 0.395 -0.022 -0.107 -0.124 0.1515
H 3.065 2.601 -1.337 -0.168 -0.137 0.174 0.1432
O 3.748 1.026 -0.183 -0.128 -0.202 0.120 -0.0251
C 5.024 1.292 -0.561 0.171 0.136 -0.130 -0.4424
O 5.351 2.334 -1.064 -0.060 -0.074 0.080 0.1294
C 5.933 0.165 -0.284 0.097 -0.011 0.052 -0.1318
C 5.470 -1.262 -0.492 -0.123 -0.050 0.010 -0.0580
C 5.687 -0.760 0.890 0.065 -0.018 0.055 -0.2929
C 6.862 -1.234 1.703 -0.137 0.072 -0.061 -0.0572
H 6.603 -2.147 2.236 0.044 -0.079 0.040 0.0786
H 7.716 -1.440 1.062 0.124 -0.038 -0.041 0.0811
H 7.151 -0.481 2.433 0.072 0.025 0.061 0.0798
H 4.802 -0.546 1.476 -0.076 0.040 -0.130 0.1340
H 6.190 -1.948 -0.910 0.127 -0.013 0.005 0.1128
H 4.462 -1.416 -0.843 -0.099 0.049 0.002 0.0833
H 6.959 0.399 -0.536 -0.041 -0.025 0.042 0.1524
H 2.217 -0.318 -0.072 -0.204 0.230 -0.135 0.0790
H -1.174 0.635 -1.206 0.077 0.085 0.018 0.1134
H -5.131 -1.590 0.857 0.074 0.000 0.243 0.1097
H -3.683 -1.380 1.859 -0.055 -0.006 -0.066 0.1123
H -6.179 0.396 1.934 -0.106 0.054 -0.026 0.0834
```
Positions in Å, forces in eV/Å.

orbital gap: 0.3387 hartree
maximum force: 1.116 eV Å⁻¹
net charge: 0
lowest unoccupied orbital energy: 0.41 eV
SMILES: CCN(c1ccccc1)S(=O)(=O)c1ccc(Cl)c(NC(=O)COC(=O)[C@@H]2C[C@H]2C)c1

---

Question: Number 6 is which compound?
Answer: C21H23ClN2O5S